The following is a DFT calculation (the ωB97M-V functional and the def2-TZVPD basis) of a single C2HCl2F molecule at a distorted geometry.

The geometry in XYZ format:
```
6
Properties=species:S:1:pos:R:3
C -0.22 0.04 0.61
C 0.35 -0.34 -0.46
H 0.11 0.72 1.29
F -0.31 -0.81 -1.60
Cl -1.99 0.16 1.01
Cl 2.06 0.22 -0.86
```

Orbital gap   10.45 eV
Energy relative to the best compared isomer or geometry (same formula, charge and spin)   102.7 kJ/mol
E_LUMO   0.02 eV
E_HOMO   -0.3832 hartree
SMILES   F/C(Cl)=C\Cl